Record 1
Entry from the Open Molecules 2025 dataset: a 11-piece molecular cluster, C66H165N11O22 overall in a non-equilibrium geometry (wB97M-V/def2-TZVPD).

```
! RIJCOSX wB97M-V def2-TZVPD def2/J DEFGRID3
* xyz -1 2
O 11.023 30.324 -34.333
O 12.520 30.923 -29.402
O 21.812 30.727 -27.234
O 26.960 34.801 -26.376
O 18.379 27.067 -33.618
O 6.716 33.434 -34.820
O 23.553 25.696 -33.693
O 13.055 33.254 -24.634
O 17.490 33.186 -40.669
O 10.950 25.869 -35.332
O 17.355 30.962 -30.943
O 11.132 34.858 -33.899
O 7.079 30.479 -32.251
O 18.620 32.720 -34.527
O 13.121 31.700 -37.890
O 8.018 21.080 -34.770
O 20.584 33.772 -29.741
O 7.241 28.484 -36.678
O 3.145 38.352 -32.663
O 17.452 36.081 -31.901
O 17.655 31.988 -26.432
O 15.190 25.330 -31.802
N 14.732 31.230 -25.170
N 13.923 30.459 -32.038
N 25.268 32.111 -26.594
N 13.224 28.100 -30.325
N 15.847 33.135 -38.186
N 8.438 24.063 -35.604
N 4.532 34.841 -32.300
N 5.708 28.995 -34.088
N 20.864 26.074 -35.009
N 20.785 32.162 -32.296
N 14.493 34.981 -32.476
C 19.658 31.818 -34.541
C 15.965 30.908 -30.790
C 15.332 30.778 -32.181
C 10.466 34.085 -34.897
C 24.129 31.573 -27.343
C 20.792 30.029 -26.542
C 5.482 28.008 -35.119
C 11.696 30.419 -33.078
C 9.668 26.259 -35.838
C 11.506 31.913 -29.304
C 17.459 32.156 -35.125
C 11.683 26.775 -34.477
C 13.841 32.376 -36.857
C 21.878 25.034 -35.222
C 12.390 31.990 -24.499
C 13.034 35.236 -32.552
C 5.849 29.819 -31.823
C 17.776 33.856 -39.491
C 6.729 32.222 -35.547
C 18.627 33.065 -41.502
C 2.329 39.021 -33.648
C 14.994 24.335 -32.845
C 16.443 34.245 -38.920
C 7.636 29.039 -37.927
C 14.225 27.036 -30.409
C 20.854 32.402 -33.759
C 5.420 28.617 -32.687
C 4.236 36.229 -31.961
C 5.680 33.417 -33.880
C 14.660 33.554 -37.458
C 14.133 26.266 -31.712
C 12.401 34.357 -33.593
C 17.624 32.999 -25.397
C 12.104 29.734 -28.756
C 21.746 32.972 -30.145
C 7.632 31.352 -31.287
C 9.599 30.371 -34.406
C 17.995 31.121 -29.708
C 20.545 34.024 -28.341
C 19.539 25.538 -35.172
C 27.413 33.526 -26.865
C 27.909 35.535 -25.618
C 15.214 35.329 -31.242
C 23.017 30.906 -26.447
C 7.421 20.267 -33.791
C 26.187 32.842 -27.524
C 17.050 30.817 -26.007
C 5.838 28.563 -36.531
C 13.209 30.516 -33.352
C 18.719 35.668 -32.407
C 24.828 26.029 -33.320
C 17.530 28.222 -33.458
C 5.721 34.763 -33.140
C 15.554 30.627 -26.250
C 18.356 26.548 -34.926
C 13.270 31.051 -25.388
C 7.877 22.967 -36.374
C 7.127 21.967 -35.462
C 13.224 28.736 -29.004
C 16.724 34.999 -31.331
C 12.352 34.223 -23.823
C 3.542 37.049 -33.093
C 8.997 25.090 -36.557
C 12.054 30.849 -37.478
C 21.889 32.942 -31.715
C 23.286 25.574 -35.093
H 11.093 33.721 -35.711
H 11.989 27.653 -35.046
H 15.678 30.057 -30.172
H 10.049 33.255 -34.326
H 5.158 36.724 -31.653
H 21.791 31.906 -34.015
H 22.821 31.463 -25.530
H 6.664 29.310 -34.172
H 21.713 24.196 -34.544
H 5.374 27.920 -37.279
H 24.879 32.758 -25.923
H 10.636 31.634 -29.897
H 20.951 33.454 -34.030
H 11.222 29.303 -29.230
H 5.000 30.503 -31.821
H 6.960 32.128 -30.921
H 5.974 29.469 -30.798
H 12.369 30.215 -36.648
H 20.841 33.313 -27.570
H 8.692 22.539 -36.957
H 12.973 31.284 -26.410
H 5.507 29.602 -36.521
H 12.986 30.009 -25.241
H 19.540 32.639 -41.086
H 11.587 30.314 -38.305
H 23.384 29.917 -26.175
H 22.852 32.556 -32.047
H 19.291 35.373 -31.527
H 11.349 34.462 -24.174
H 20.935 26.509 -34.101
H 13.038 27.988 -28.232
H 14.957 35.421 -33.257
H 18.402 34.736 -39.640
H 9.042 26.674 -35.049
H 14.181 29.196 -28.758
H 27.524 36.335 -24.985
H 15.194 27.532 -30.461
H 18.141 33.882 -25.772
H 18.930 34.884 -33.135
H 15.325 31.762 -32.651
H 11.442 29.448 -32.652
H 17.004 34.679 -30.327
H 5.979 27.719 -32.423
H 4.706 34.340 -31.440
H 17.546 32.080 -36.209
H 1.516 38.383 -33.995
H 1.930 39.910 -33.158
H 19.520 34.265 -28.056
H 17.627 30.399 -28.980
H 13.503 30.965 -31.271
H 19.509 25.169 -36.197
H 9.254 23.653 -35.171
H 7.579 32.142 -36.225
H 25.548 25.387 -33.828
H 4.449 27.662 -35.105
H 14.005 23.878 -32.884
H 12.368 33.786 -22.824
H 4.687 33.231 -34.288
H 19.868 32.440 -31.977
H 19.841 29.989 -27.074
H 15.264 31.126 -27.175
H 9.185 30.203 -35.400
H 7.863 30.765 -30.398
H 6.954 28.832 -38.752
H 13.136 25.827 -31.770
H 17.395 26.081 -35.140
H 15.106 36.394 -31.035
H 17.223 31.218 -34.622
H 14.201 26.883 -32.608
H 11.011 27.161 -33.711
H 17.243 30.496 -24.984
H 15.280 24.617 -33.858
H 12.345 33.339 -33.206
H 20.565 30.579 -25.629
H 2.773 36.436 -33.563
H 27.981 32.977 -26.113
H 16.694 32.928 -35.036
H 18.341 32.473 -42.371
H 23.939 24.946 -35.699
H 12.513 26.193 -34.076
H 11.336 31.999 -24.776
H 6.688 34.756 -32.636
H 19.291 36.546 -32.709
H 23.382 26.489 -35.677
H 13.173 32.823 -36.122
H 9.137 31.265 -33.988
H 28.576 36.038 -26.318
H 13.410 31.439 -33.897
H 24.977 26.070 -32.241
H 17.785 32.058 -29.193
H 9.175 29.563 -33.810
H 6.829 31.327 -34.933
H 14.544 31.645 -36.456
H 21.806 24.665 -36.245
H 8.549 31.752 -31.721
H 5.832 35.588 -33.843
H 22.561 33.609 -29.801
H 15.603 23.502 -32.495
H 5.785 32.622 -33.142
H 6.404 21.322 -35.962
H 21.186 34.881 -28.134
H 15.537 32.454 -38.865
H 21.681 32.027 -29.606
H 12.464 31.582 -23.491
H 16.751 34.078 -31.914
H 6.106 27.138 -34.911
H 18.933 34.074 -41.775
H 17.564 30.027 -26.553
H 24.902 27.011 -33.789
H 16.484 27.922 -33.394
H 18.399 27.311 -35.703
H 21.021 29.014 -26.219
H 25.606 33.559 -28.105
H 9.551 34.594 -35.201
H 9.660 24.584 -37.258
H 18.169 32.722 -24.494
H 17.791 28.746 -32.538
H 8.673 28.780 -38.141
H 19.971 31.705 -35.580
H 6.561 22.553 -34.738
H 15.777 34.565 -39.721
H 8.178 25.516 -37.136
H 23.726 32.363 -27.978
H 15.085 34.192 -36.683
H 16.663 35.096 -38.275
H 14.110 26.382 -29.545
H 11.260 32.012 -28.246
H 13.937 34.116 -38.050
H 9.871 27.037 -36.574
H 7.131 23.255 -37.116
H 3.553 36.248 -31.112
H 13.486 28.827 -30.977
H 5.881 32.185 -36.232
H 8.248 19.691 -33.375
H 26.544 32.101 -28.239
H 28.569 34.915 -25.012
H 16.656 33.327 -25.019
H 14.763 34.794 -30.407
H 15.842 30.093 -32.858
H 11.953 29.892 -27.688
H 24.597 30.882 -28.044
H 17.623 28.867 -34.332
H 12.790 36.285 -32.722
H 19.333 24.669 -34.548
H 11.845 32.879 -29.680
H 19.371 30.806 -34.257
H 11.205 31.429 -37.117
H 19.074 31.078 -29.856
H 2.986 39.171 -34.505
H 7.614 30.115 -37.755
H 6.701 19.575 -34.228
H 15.433 31.745 -30.338
H 13.010 34.365 -34.498
H 14.986 32.206 -25.127
H 13.521 29.603 -33.858
H 18.336 33.189 -38.836
H 12.876 35.175 -23.733
H 6.997 20.819 -32.952
H 28.265 33.699 -27.522
H 4.209 37.178 -33.945
H 21.826 33.990 -32.008
H 11.348 31.282 -32.511
H 12.639 34.914 -31.588
H 15.368 29.554 -26.299
H 4.353 28.406 -32.612
*
```

HOMO (alpha / beta)   0.55 / -6.50 eV
Relative energy (zero: lowest compared OMol25 entry of this formula, charge and spin)   0.0 kcal per mole
Gap between HOMO and LUMO (alpha / beta)   1.3 / 8.3 eV
F_max   3.14 eV/Å

Record 2
Entry from the Open Molecules 2025 dataset: a 2-piece molecular cluster, C6H9ClN3 overall in a non-equilibrium geometry (wB97M-V/def2-TZVPD).

```
! RIJCOSX wB97M-V def2-TZVPD def2/J DEFGRID3
* xyz 1 3
Cl -0.748 2.214 -0.365
N 0.549 -1.516 -0.409
N 2.271 2.149 0.239
N -3.591 -0.031 -0.159
C -0.277 -0.537 -0.489
C 2.555 -0.197 0.048
C -2.894 -0.848 0.528
C 1.674 0.961 0.015
C 1.867 -1.337 -0.122
C 0.242 0.698 -0.136
H 0.129 -2.415 -0.547
H 2.244 -2.319 0.052
H 3.214 2.147 0.498
H 1.727 2.916 0.148
H -2.754 -1.898 0.165
H 3.583 -0.142 0.118
H -3.510 0.913 0.122
H -2.217 -0.428 1.317
H -4.067 -0.332 -1.024
*
```

HOMO (alpha / beta)   -8.78 / -13.40 eV
Gap between HOMO and LUMO (alpha / beta)   4.9 / 7.2 eV
F_max   6.56 eV/Å

Record 3
Entry from the Open Molecules 2025 dataset: C16H14BCl5N6Pt as an isolated structure in a non-equilibrium geometry (wB97M-V/def2-TZVPD).

```
! RIJCOSX wB97M-V def2-TZVPD def2/J DEFGRID3
* xyz 0 3
Pt -0.867 -0.638 -0.394
Cl -2.921 1.303 5.661
Cl 0.917 -0.847 2.533
Cl -3.306 1.659 0.285
Cl -4.298 2.469 3.126
Cl -0.279 -0.306 5.342
N 0.015 1.346 -0.848
N 1.122 -1.022 -1.290
N -1.582 -0.202 -2.203
N 1.582 -0.469 -2.490
N 0.515 1.697 -2.066
N -0.845 0.142 -3.334
C -1.664 0.026 -4.386
C -2.926 -0.405 -3.960
C 0.572 3.494 -0.793
C 0.869 2.988 -2.028
C 2.154 -1.808 -0.758
C -1.820 -2.088 0.520
C -0.593 -0.015 2.663
C -2.286 0.987 4.114
C 2.738 -1.069 -2.790
C -2.444 1.112 1.675
C -2.866 -0.515 -2.587
C -2.939 1.457 2.958
C 0.027 2.439 -0.058
C 3.132 -1.917 -1.732
C -1.315 0.320 1.533
C -1.096 0.250 3.956
B 0.665 0.603 -3.172
H -1.933 -2.649 -0.419
H -0.336 2.439 0.958
H -0.981 -2.487 1.097
H 4.007 -2.560 -1.701
H -3.569 -0.854 -1.832
H -3.784 -0.630 -4.556
H 2.043 -2.265 0.214
H -2.675 -1.614 1.033
H 3.217 -0.884 -3.749
H 0.123 -1.193 -1.708
H 1.111 1.017 -4.200
H 1.300 3.394 -2.896
H 0.723 4.472 -0.441
H -1.307 0.240 -5.393
*
```

HOMO (alpha / beta)   -4.98 / -8.45 eV
Relative energy (zero: lowest compared OMol25 entry of this formula, charge and spin)   119.6 kcal per mole
Gap between HOMO and LUMO (alpha / beta)   4.7 / 7.3 eV
F_max   7.47 eV/Å